# 1
15
Properties=species:S:1:pos:R:3:lowdin_spin:R:1 method="wB97M-V/def2-TZVPD" spin_multiplicity=2 total_energy_ev=-26408.1890 total_charge=+1 orbital_gap_ev="9.0 / 5.5" relative_energy_kj_mol=123.51 s2=0.755
C 0.74 -2.76 0.35 0.016
N -0.52 -2.77 0.35 0.042
H 1.26 -3.70 0.53 0.005
H 1.32 -1.85 0.12 0.005
H -0.92 -1.83 0.46 0.004
C 0.95 1.95 1.94 0.001
C -0.15 1.23 1.17 0.042
S 0.52 0.90 -0.48 0.468
S -1.07 0.06 -1.37 0.390
H 1.20 2.90 1.46 0.001
H 1.86 1.36 1.98 0.000
H 0.65 2.16 2.96 -0.001
H -1.04 1.84 1.04 0.008
H -0.43 0.29 1.62 0.009
H -0.39 -0.29 -2.47 0.011



# 2
108
Properties=species:S:1:pos:R:3:mulliken_charge:R:1 method="wB97M-V/def2-TZVPD" total_energy_ev=-89152.7184 total_charge=+1 orbital_gap_ev=7.6
Hf -0.43 -0.19 -0.79 3.981
F -1.64 -1.13 0.99 0.178
F 0.74 1.75 -1.35 0.125
F 1.36 -0.54 0.79 -0.189
C 2.22 -0.60 -3.09 0.272
O 1.40 -0.72 -2.15 -0.221
N 1.96 -0.56 -4.37 -0.340
N 3.46 -0.80 -2.86 -0.299
H 2.68 -0.77 -5.04 0.177
H 1.01 -0.45 -4.68 0.119
H 3.76 -0.54 -1.93 0.065
H 4.04 -1.34 -3.48 0.176
C 1.64 -1.89 4.21 0.551
O 1.65 -2.35 5.34 -0.778
N 2.62 -1.13 3.83 -0.097
N 0.71 -2.08 3.30 -0.170
H 3.49 -1.19 4.34 0.216
H 2.55 -0.65 2.94 -0.025
H -0.05 -2.69 3.57 0.063
H 0.79 -1.37 2.59 -0.363
C -3.62 1.36 -0.48 0.109
O -2.53 0.95 -0.73 -0.376
N -3.72 2.35 0.46 -0.379
N -4.70 0.67 -0.77 -0.360
H -4.55 2.38 1.03 0.169
H -2.94 2.97 0.61 0.282
H -4.73 -0.13 -1.38 0.192
H -5.63 1.05 -0.66 0.208
C 4.68 -1.62 0.04 0.536
O 4.71 -0.49 -0.28 -0.737
N 3.67 -2.08 0.72 -0.098
N 5.62 -2.57 -0.15 -0.533
H 2.87 -1.47 0.83 -0.212
H 3.52 -3.07 0.68 0.228
H 6.52 -2.10 -0.22 0.298
H 5.52 -3.36 0.47 0.222
C 3.42 2.89 1.46 0.581
O 3.10 1.93 2.15 -0.715
N 2.72 3.31 0.39 -0.115
N 4.56 3.53 1.47 -0.393
H 2.86 4.28 0.12 0.191
H 1.90 2.82 0.08 -0.260
H 5.31 3.23 2.09 0.243
H 4.78 4.32 0.88 0.120
C -0.52 2.08 2.08 -0.200
O -0.50 1.49 1.07 0.661
N -1.64 2.24 2.67 -0.510
N 0.39 2.47 2.84 -0.290
H -1.62 2.80 3.51 0.123
H -2.47 1.90 2.20 0.336
H 0.24 2.87 3.76 0.176
H 1.30 2.13 2.55 -0.028
C 0.52 -3.69 -0.34 0.386
O 0.10 -2.67 -0.82 -0.394
N 0.41 -4.85 -0.92 -0.456
N 1.00 -3.93 0.82 -0.278
H -0.20 -4.91 -1.72 0.231
H 0.61 -5.76 -0.53 0.144
H 1.38 -4.84 1.05 0.217
H 0.76 -3.19 1.45 0.121
C -0.95 4.91 -0.13 0.629
O -1.97 4.25 -0.08 -0.800
N 0.05 4.64 -0.94 -0.146
N -0.68 6.01 0.57 -0.450
H 0.14 3.66 -1.18 -0.281
H 0.81 5.26 -1.18 0.190
H -1.48 6.35 1.09 0.248
H 0.08 6.66 0.41 0.163
C -3.04 -2.24 -1.81 -0.089
O -2.03 -1.49 -1.84 -0.243
N -3.88 -2.47 -2.74 -0.308
N -3.47 -2.77 -0.69 -0.080
H -4.61 -3.09 -2.44 0.153
H -3.72 -2.27 -3.72 0.203
H -4.37 -3.20 -0.56 0.232
H -2.89 -2.45 0.07 -0.245
C -2.91 -4.83 2.12 0.576
O -2.82 -5.20 0.94 -0.678
N -2.58 -3.63 2.56 -0.065
N -3.45 -5.52 3.05 -0.434
H -2.69 -3.41 3.54 0.271
H -2.46 -2.99 1.79 -0.414
H -3.63 -6.50 2.92 0.285
H -3.02 -5.29 3.93 0.202
C 2.80 3.64 -4.20 0.570
O 3.33 4.41 -3.38 -0.688
N 1.81 2.82 -4.03 -0.073
N 3.14 3.72 -5.47 -0.400
H 1.33 2.32 -4.76 0.311
H 1.26 2.79 -3.19 -0.293
H 2.78 2.92 -5.96 0.131
H 3.86 4.34 -5.83 0.234
C -1.34 0.79 -4.29 0.103
O -0.93 0.33 -3.15 -0.413
N -2.08 0.19 -5.21 -0.413
N -0.97 1.91 -4.82 -0.489
H -2.57 -0.65 -4.94 0.195
H -2.28 0.84 -5.95 0.194
H -0.59 2.65 -4.24 0.194
H -0.72 1.95 -5.80 0.235
C -2.35 -1.22 4.93 0.560
O -2.05 -2.33 5.04 -0.670
N -2.29 -0.47 3.84 -0.007
N -2.89 -0.49 5.85 -0.403
H -2.46 0.51 3.95 0.297
H -1.92 -0.84 2.97 -0.342
H -3.31 0.37 5.54 0.102
H -3.07 -0.86 6.77 0.260



# 3
50
Properties=species:S:1:pos:R:3:mulliken_charge:R:1 method="wB97M-V/def2-TZVPD" total_energy_ev=-39613.9723 orbital_gap_ev=8.7 smiles=CC[C@@]12C[C@@](C)(O)[C@](O)(c3nccs3)C[C@H]1CCc1cc(O)ccc12 relative_energy_kj_mol=53.85
C 1.63 2.95 0.63 -1.420
C 1.85 1.43 0.53 -0.499
C 0.58 0.52 0.41 3.155
C -0.42 1.09 -0.66 -2.584
C -0.08 0.75 -2.15 1.004
C -1.21 1.24 -3.07 -2.293
O 1.08 1.44 -2.55 -0.669
C 0.25 -0.74 -2.36 1.982
O 0.99 -0.85 -3.60 -0.706
C -1.00 -1.60 -2.39 -0.193
N -1.25 -2.29 -3.46 -0.602
C -2.44 -3.00 -3.38 -0.686
C -3.12 -2.86 -2.22 -0.302
S -2.28 -1.76 -1.19 0.036
C 1.29 -1.21 -1.36 -2.143
C 0.89 -0.96 0.07 0.340
C 1.96 -1.52 1.01 -1.691
C 1.50 -1.44 2.47 -0.876
C 0.42 -0.39 2.78 0.354
C -0.15 -0.35 4.04 -0.981
C -1.15 0.57 4.39 0.823
O -1.65 0.70 5.66 -0.576
C -1.60 1.47 3.42 -0.719
C -1.11 1.41 2.13 -0.897
C -0.05 0.51 1.79 -0.561
H 1.46 3.42 -0.34 0.289
H 2.55 3.40 1.05 0.399
H 0.78 3.24 1.28 0.302
H 2.40 1.09 1.44 0.592
H 2.57 1.27 -0.29 0.314
H -1.42 0.76 -0.44 0.636
H -0.43 2.23 -0.63 0.808
H -0.99 1.00 -4.12 0.387
H -1.34 2.31 -2.96 0.486
H -2.12 0.82 -2.75 0.383
H 1.51 0.85 -3.20 0.541
H 0.53 -1.45 -4.24 0.453
H -2.78 -3.69 -4.17 0.381
H -4.02 -3.39 -2.01 0.469
H 1.41 -2.29 -1.51 0.491
H 2.24 -0.71 -1.53 0.159
H 0.05 -1.59 0.26 0.521
H 2.20 -2.56 0.77 0.580
H 2.88 -0.96 0.88 0.361
H 1.14 -2.44 2.78 0.412
H 2.39 -1.15 3.05 0.357
H 0.12 -1.07 4.81 0.430
H -2.25 1.44 5.72 0.274
H -2.33 2.21 3.75 0.227
H -1.49 2.13 1.41 0.455



# 4
122
Properties=species:S:1:pos:R:3:mulliken_charge:R:1 method="wB97M-V/def2-TZVPD" total_energy_ev=-220667.5116 orbital_gap_ev=7.7 smiles="O=S1(=O)OCCO1.O=S1(=O)OCCO1.O=S1(=O)OCCO1.O=S1(=O)OCCO1.O=S1(=O)OCCO1.O=S1(=O)OCCO1.O=S1(=O)OCCO1.O=S1(=O)OCCO1.O=S1(=O)OCCO1.CCCCNP(Cl)CN" relative_energy_kj_mol=399.57
O -2.52 0.71 0.84 -0.477
S -1.74 1.92 0.97 1.072
O -2.33 3.22 1.14 -0.580
O -0.68 1.98 -0.27 -0.330
C 0.65 2.04 0.24 -0.160
C 0.60 1.32 1.58 -0.299
O -0.65 1.69 2.16 -0.334
H 0.92 3.09 0.37 0.288
H 1.34 1.57 -0.46 0.064
H 1.43 1.60 2.24 0.355
H 0.60 0.23 1.45 0.289
O 3.67 0.22 0.86 -0.490
S 4.31 0.79 -0.30 1.123
O 4.54 2.21 -0.44 -0.569
O 3.54 0.25 -1.63 -0.210
C 4.46 -0.43 -2.47 0.223
C 5.53 -0.99 -1.53 -0.315
O 5.72 0.01 -0.54 -0.364
H 4.89 0.29 -3.16 0.291
H 3.95 -1.22 -3.03 -0.135
H 6.46 -1.21 -2.05 0.343
H 5.17 -1.90 -1.03 0.277
O 3.56 -2.57 -4.32 -0.594
S 3.57 -3.87 -3.69 1.292
O 4.76 -4.68 -3.59 -0.672
O 2.39 -4.77 -4.36 -0.284
C 1.48 -5.20 -3.34 -0.439
C 1.55 -4.12 -2.26 -0.082
O 2.92 -3.73 -2.20 -0.127
H 1.83 -6.16 -2.96 0.295
H 0.47 -5.31 -3.75 0.324
H 1.21 -4.48 -1.29 0.126
H 0.96 -3.24 -2.55 0.268
O -0.80 9.19 2.79 -0.503
S -1.77 9.35 3.85 1.074
O -2.53 10.57 4.05 -0.557
O -1.06 8.95 5.26 -0.330
C -1.79 7.88 5.87 -0.284
C -2.42 7.11 4.71 -0.119
O -2.82 8.11 3.77 -0.344
H -2.55 8.31 6.52 0.311
H -1.12 7.25 6.46 0.310
H -3.28 6.51 5.03 0.130
H -1.69 6.46 4.22 0.284
O 3.44 -4.15 1.65 -0.550
S 2.18 -4.86 1.63 1.172
O 0.99 -4.34 0.99 -0.574
O 1.81 -5.29 3.16 -0.287
C 1.68 -6.71 3.24 -0.364
C 2.59 -7.26 2.15 -0.348
O 2.45 -6.37 1.05 -0.268
H 0.63 -6.96 3.04 0.277
H 1.96 -7.06 4.24 0.311
H 2.32 -8.28 1.86 0.301
H 3.64 -7.25 2.47 0.294
O 3.39 -3.04 -6.23 -0.491
S 4.03 -2.46 -7.39 0.946
O 4.26 -1.05 -7.54 -0.617
O 3.26 -3.00 -8.72 -0.288
C 4.19 -3.69 -9.56 -0.342
C 5.25 -4.25 -8.63 -0.362
O 5.44 -3.24 -7.63 -0.324
H 4.62 -2.96 -10.26 0.272
H 3.68 -4.48 -10.13 0.390
H 6.19 -4.47 -9.14 0.324
H 4.90 -5.16 -8.12 0.278
O 1.46 7.22 -2.93 -0.556
S 1.33 7.18 -1.49 1.075
O 1.84 6.11 -0.68 -0.492
O -0.24 7.41 -1.13 -0.309
C -0.38 8.57 -0.30 -0.153
C 0.79 9.47 -0.67 -0.366
O 1.89 8.59 -0.90 -0.321
H -0.30 8.24 0.75 0.256
H -1.34 9.05 -0.46 0.313
H 1.03 10.19 0.12 0.297
H 0.59 10.01 -1.61 0.296
O -5.57 -4.78 9.24 -0.542
S -4.79 -3.57 9.37 1.113
O -5.38 -2.26 9.54 -0.546
O -3.73 -3.50 8.13 -0.266
C -2.40 -3.44 8.64 -0.304
C -2.45 -4.17 9.99 -0.328
O -3.70 -3.79 10.57 -0.311
H -2.13 -2.39 8.77 0.270
H -1.71 -3.92 7.94 0.302
H -1.62 -3.88 10.64 0.309
H -2.45 -5.25 9.85 0.291
O 2.68 -3.27 -11.91 -0.431
S 1.76 -2.58 -12.78 1.021
O 1.44 -3.04 -14.11 -0.551
O 2.21 -1.02 -12.87 -0.306
C 1.14 -0.18 -12.43 -0.320
C 0.35 -1.03 -11.43 -0.248
O 0.36 -2.35 -11.97 -0.304
H 0.53 0.07 -13.30 0.285
H 1.53 0.73 -11.98 0.317
H -0.67 -0.67 -11.30 0.311
H 0.86 -1.06 -10.46 0.218
C -6.39 -0.52 1.30 -0.904
C -4.97 -0.80 2.13 -0.197
C -4.76 0.54 3.10 -0.370
C -3.39 0.28 3.96 -0.672
N -2.94 1.44 4.82 -0.242
P -4.30 2.38 5.50 0.233
Cl -3.64 4.32 6.20 -0.372
C -4.97 1.36 7.01 -0.483
N -4.42 -0.05 7.03 -0.432
H -7.17 -1.40 1.48 0.266
H -6.18 -0.34 0.14 0.234
H -6.90 0.45 1.78 0.257
H -5.12 -1.71 2.89 0.244
H -4.05 -0.95 1.42 0.177
H -4.71 1.54 2.48 0.236
H -5.75 0.58 3.76 0.447
H -2.53 0.12 3.15 0.193
H -3.48 -0.74 4.56 0.151
H -2.45 2.10 4.15 0.333
H -4.80 1.97 8.01 0.346
H -6.14 1.27 6.81 0.281
H -4.89 -0.60 6.26 0.191
H -4.59 -0.55 7.93 0.170



# 5
8
Properties=species:S:1:pos:R:3:lowdin_spin:R:1 method="wB97M-V/def2-TZVPD" spin_multiplicity=3 total_energy_ev=-18973.2388 orbital_gap_ev="6.8 / 7.3" relative_energy_kj_mol=267.53 s2=2.016
C 0.15 0.28 0.01 0.278
N 1.16 0.87 0.67 0.239
N 1.72 1.86 0.59 0.668
O 0.57 0.98 -2.61 0.283
O 0.74 2.68 -0.82 0.247
S -0.10 1.66 -1.53 0.277
H 0.44 -0.66 -0.46 0.004
H -0.74 0.16 0.63 0.004



# 6
61
Properties=species:S:1:pos:R:3:mulliken_charge:R:1 method="wB97M-V/def2-TZVPD" total_energy_ev=-54481.7007 total_charge=-1 orbital_gap_ev=8.2 relative_energy_kj_mol=1263.94
O 0.82 29.67 8.06 -0.854
C 1.42 28.59 7.98 0.715
O 2.38 28.36 7.38 -0.446
B 2.69 26.88 7.52 1.622
O 1.69 26.34 8.45 -0.606
C 1.06 27.39 8.72 0.080
O -0.01 27.32 9.32 -0.507
O 4.07 26.80 7.98 -0.661
C 4.65 26.18 7.04 0.132
O 5.80 25.71 7.17 -0.784
C 3.72 25.91 6.03 0.667
O 2.61 26.18 6.22 0.394
O 4.04 25.54 4.90 -0.796
O 3.20 32.05 8.20 -0.703
H 2.83 31.73 7.39 0.461
H 2.55 31.84 8.90 0.317
O -1.31 28.25 6.08 -0.734
H -1.47 28.77 5.18 0.295
H -0.33 28.03 6.03 0.407
O 1.62 24.93 3.71 -0.590
H 1.55 24.49 2.86 0.254
H 2.21 24.43 4.22 0.229
O 2.48 27.50 3.43 -0.770
H 3.52 27.56 3.73 0.368
H 2.34 26.56 3.52 0.462
O -0.13 25.04 5.11 -0.773
H 0.54 25.27 4.50 0.530
H 0.13 25.05 6.11 0.274
O 6.08 28.98 7.50 -0.568
H 5.70 28.87 6.73 0.288
H 6.92 28.52 7.65 0.295
O 6.25 26.11 3.10 -0.573
H 5.88 25.71 2.32 0.314
H 5.61 25.70 3.63 0.315
O -1.16 31.77 6.36 -0.670
H -1.76 31.41 5.74 0.331
H -0.72 30.87 6.53 0.408
O 0.05 24.33 7.72 -0.681
H 0.71 23.70 7.60 0.277
H 0.12 24.99 8.38 0.390
O -1.93 29.78 9.76 -0.667
H -1.49 29.09 9.27 0.378
H -2.61 30.09 9.30 0.235
O 1.69 31.47 6.07 -0.605
H 1.13 32.03 5.86 0.292
H 1.28 31.16 6.96 0.116
O 0.26 26.98 12.20 -0.641
H 0.11 27.62 11.45 0.388
H 0.77 26.42 11.66 0.305
O 0.54 28.94 4.97 -0.512
H 1.14 28.54 4.41 0.322
H 1.07 29.40 5.43 0.191
O 6.24 23.33 8.71 -0.652
H 6.32 24.08 8.14 0.445
H 5.44 23.66 9.09 0.313
O -1.80 27.18 8.56 -0.960
H -0.93 27.14 8.91 0.555
H -1.50 27.18 7.62 0.342
O 8.57 25.28 7.06 -0.696
H 7.52 25.65 7.02 0.438
H 8.70 24.79 6.19 0.305